Entry from the OMol25 dataset: a 2-piece molecular cluster, C4H9NP2 overall at a distorted geometry (wB97M-V/def2-TZVPD).

Each line ends with the Mulliken charge.
CARTESIAN COORDINATES (ANGSTROEM)
H: 1.4470 -0.4963 0.3372  0.105
C: -0.6294 -1.4297 0.3755  -0.622
P: 1.6162 2.1798 1.2722  -0.073
H: -2.4526 -0.1627 0.1345  0.249
H: 1.2609 -2.0804 -0.4557  0.316
H: -1.4015 0.3504 1.4739  0.236
C: -1.3485 -0.0569 0.3694  -0.359
P: -0.0962 2.8856 0.3862  0.136
C: 0.2222 -0.0817 -1.3477  -0.657
H: -0.1315 -0.7431 -2.2238  0.248
H: 2.3433 3.3672 1.5332  0.065
N: -0.8410 0.6515 -0.7862  -0.399
C: 0.7734 -1.0878 -0.2363  -0.374
H: 0.8389 0.6435 -1.7913  0.444
H: -0.6017 -1.9143 1.3431  0.375
H: -0.9995 -2.0251 -0.3843  0.309

The HOMO energy (alpha / beta) is -7.8 / -8.7 eV. The charge is 0. Its HOMO-LUMO gap (alpha / beta) is 6.8 / 7.8 eV.

***

Entry from the OMol25 dataset: a 2-piece molecular cluster, C4H9NS overall at a distorted geometry (wB97M-V/def2-TZVPD).

Each line ends with the Mulliken charge.
CARTESIAN COORDINATES (ANGSTROEM)
C: 1.4787 -0.9889 -0.3612  -1.221
C: 1.1166 0.0310 0.5837  0.143
C: 0.3906 0.9500 -0.1776  -0.708
H: 2.5047 -1.6996 -0.1730  0.274
H: 2.0501 0.7862 0.8472  0.180
H: 0.8012 -1.7974 -0.8927  0.269
H: 0.7279 -0.2457 1.6805  0.279
H: -4.0874 -0.6238 1.5333  0.086
H: -1.8148 1.1578 -0.8305  0.567
C: -1.2157 0.5959 -0.2452  -0.351
H: 0.7105 0.9515 -1.2512  0.272
S: -3.2270 -0.2384 -0.2310  -0.218
H: 1.9409 -0.5091 -1.2917  0.295
H: 0.3488 1.9839 0.2495  0.388
N: -1.7253 -0.3534 0.5598  -0.254

The HOMO energy is -8.6 eV. The charge is 0. Its HOMO-LUMO gap is 8.1 eV.

***

Entry from the OMol25 dataset: a 2-piece molecular cluster, C4H9NS overall at a distorted geometry (wB97M-V/def2-TZVPD).

Each line ends with the Mulliken charge.
CARTESIAN COORDINATES (ANGSTROEM)
H: -1.8949 0.2930 2.3176  0.248
H: 1.8101 0.8548 1.6026  0.229
S: -0.4328 -1.3539 1.5426  -0.165
C: 0.5447 0.6117 -0.1298  -0.171
H: -0.7856 -0.9422 -2.5211  0.339
H: -0.5793 -1.4875 -0.9176  0.139
H: 1.1186 0.5745 -2.0812  0.359
H: 1.8444 2.1864 0.0618  0.317
N: -1.8899 -0.6827 2.0322  -0.413
H: -2.6052 -1.0660 1.4816  0.251
C: 0.5615 0.0938 -1.3305  0.107
H: 0.7238 -1.6272 -2.2808  0.301
C: 1.2419 1.5464 0.7691  -0.836
H: 0.4130 2.1367 1.3159  0.225
C: -0.0704 -1.1380 -1.8625  -0.931

The HOMO energy (alpha / beta) is -7.9 / -7.6 eV. The charge is 0. Its HOMO-LUMO gap (alpha / beta) is 8.2 / 7.3 eV.

***

Entry from the OMol25 dataset: the molecule C4H9NS at a distorted geometry (wB97M-V/def2-TZVPD).

Each line ends with the Mulliken charge.
CARTESIAN COORDINATES (ANGSTROEM)
C: -1.3332 0.1840 0.9911  -0.080
H: 1.0796 1.4393 -0.1243  0.194
H: 2.0965 -1.0976 -1.0881  0.183
H: 1.1329 0.0849 -2.2707  0.394
C: -1.0459 -0.9971 0.4297  -0.646
H: -1.7930 -1.4635 -0.0862  0.255
H: -0.3428 -1.7720 0.9143  0.215
H: -1.1190 0.3805 -1.2729  0.172
H: 2.4839 0.7721 -1.5526  0.280
H: -2.4340 0.3795 0.6049  0.236
C: -0.5469 0.2901 -0.2051  -0.007
C: 1.5868 0.0141 -1.3429  -0.924
S: -0.9754 0.9539 2.6352  -0.254
H: 0.3845 0.2637 2.6455  0.140
N: 0.8258 0.5681 -0.2779  -0.158

The HOMO energy is -8.6 eV. Its SMILES is CN[C@H]1C[C@H]1S. The charge is 0. Its HOMO-LUMO gap is 9.6 eV.

***

Entry from the OMol25 dataset: the molecule C4H9NS at a distorted geometry (wB97M-V/def2-TZVPD).

Each line ends with the Mulliken charge.
CARTESIAN COORDINATES (ANGSTROEM)
N: 0.3540 1.5994 -0.0343  -0.756
H: 0.7762 -1.5480 0.9085  0.399
H: 0.1305 -0.1112 -1.1812  0.235
C: 1.1323 -0.5455 0.7255  -0.824
H: 1.4459 -0.0914 1.6441  0.357
H: 2.9427 0.6845 -0.2835  0.091
C: 0.0169 0.1703 -0.0851  0.539
H: -0.4074 2.1937 -0.4518  0.240
C: -2.1339 -0.9616 -0.3915  -0.709
H: 1.1459 1.7894 -0.6269  0.235
C: -1.3561 -0.2301 0.3227  -0.442
S: 2.6394 -0.6213 -0.2425  -0.231
H: -1.8606 -1.4337 -1.3713  0.221
H: -3.1319 -1.1984 -0.1304  0.306
H: -1.6939 0.3040 1.1976  0.338

The HOMO energy is -9.0 eV. Its SMILES is C=C[C@@H](N)CS. The charge is 0. Its HOMO-LUMO gap is 10.0 eV.

***

Entry from the OMol25 dataset: the molecule C4H9NS at a distorted geometry (wB97M-V/def2-TZVPD).

Each line ends with the Mulliken charge.
CARTESIAN COORDINATES (ANGSTROEM)
C: -0.4652 -0.0524 -0.3420  0.762
H: -0.5063 -0.0565 -1.4480  0.107
H: -2.1829 1.3274 0.0097  0.367
C: -1.0873 1.2557 0.1424  -1.421
H: 3.9951 0.4682 -0.9168  0.161
C: -1.2548 -1.3057 0.1283  -1.371
H: -0.6964 2.1036 -0.4658  0.353
H: -0.6704 -2.1899 -0.0797  0.401
S: 3.4427 -0.0876 0.1891  -0.169
H: -2.1775 -1.3831 -0.4783  0.343
C: 0.9373 -0.0935 0.1702  -0.275
H: 1.0968 -0.0917 1.2834  0.384
H: -0.8786 1.4760 1.1629  0.362
N: 1.9261 -0.1397 -0.5582  -0.317
H: -1.4788 -1.2308 1.2029  0.312

The HOMO energy is -8.9 eV. Its SMILES is CC(C)/C=N/S. The charge is 0. Its HOMO-LUMO gap is 9.9 eV.

***

Entry from the OMol25 dataset: C4H9O2 as an isolated structure at a distorted geometry (wB97M-V/def2-TZVPD).

Each line ends with the Mulliken charge.
CARTESIAN COORDINATES (ANGSTROEM)
H: -1.8720 -0.5991 0.8525  0.240
H: -2.2763 1.2008 0.6490  0.271
H: 0.0825 0.2011 1.8514  0.250
H: -0.8074 -0.5337 -1.1948  0.467
C: -0.0676 0.8023 0.9097  -0.533
H: 1.0369 -1.8292 0.1920  0.196
C: 0.9746 -1.0844 -0.6387  -0.518
C: 1.0014 0.3440 -0.0573  -0.703
H: 1.1374 0.9937 -0.9120  0.322
H: -0.0969 1.8911 0.9920  0.297
H: 1.9754 -1.2577 -1.0579  0.279
C: -1.5706 0.3728 0.4270  -0.454
O: -1.4365 0.3372 -0.9551  -0.748
O: -0.1015 -1.4188 -1.4246  -0.766
H: 2.0205 0.5800 0.3667  0.400

The HOMO energy is -3.3 eV. The charge is -1. Its HOMO-LUMO gap is 7.8 eV.

***

Entry from the OMol25 dataset: C4H9O2 as an isolated structure at a distorted geometry (wB97M-V/def2-TZVPD).

Each line ends with the Mulliken charge.
CARTESIAN COORDINATES (ANGSTROEM)
H: 1.4893 0.2502 1.8126  0.293
H: -2.1625 0.6918 -0.4590  0.213
H: -0.8665 1.4867 1.4984  0.158
O: 0.6965 -0.1149 -1.3215  -0.701
H: -0.0948 -0.6343 -0.8688  0.460
O: -1.1311 -1.0424 -0.6724  -0.788
C: -0.5527 0.4815 1.1277  -0.555
C: -1.7118 -0.0898 0.1862  -0.378
H: 2.2842 -0.8103 0.0058  0.152
C: 0.9689 0.6589 0.9217  -0.442
H: -2.4275 -0.5749 0.8780  0.265
H: 2.3480 0.8800 -0.6666  0.298
H: -0.7025 -0.3093 1.8577  0.217
H: 1.3612 1.6859 0.9442  0.250
C: 1.6640 0.0462 -0.3702  -0.442

The HOMO energy is -3.0 eV. The charge is -1. Its HOMO-LUMO gap is 7.5 eV.

***

Entry from the OMol25 dataset: a 2-piece molecular cluster, C4H9O2 overall at a distorted geometry (wB97M-V/def2-TZVPD).

Each line ends with the Mulliken charge.
CARTESIAN COORDINATES (ANGSTROEM)
O: 2.1454 -0.3016 1.7469  -0.725
C: -1.9023 1.3491 -3.0807  -0.831
O: 0.1285 -0.2553 2.7807  -0.733
H: 0.9458 -1.6537 -0.0190  0.256
H: -0.9414 -0.5070 -2.5099  0.320
C: 0.9121 -0.4766 1.8321  0.515
H: -0.7399 0.6228 -1.3852  0.131
C: 0.2141 -1.0843 0.5522  -0.060
H: -2.3363 2.0139 -2.3319  0.268
H: -1.5666 2.0069 -3.8906  0.240
H: -0.2312 -0.2852 -0.0104  -0.480
H: -0.5528 -1.7297 0.9825  0.270
H: -2.7087 0.8023 -3.5716  0.260
C: -0.7366 0.5674 -2.4627  -0.800
H: 0.2040 0.8111 -2.9416  0.370

The HOMO energy is -3.7 eV. The charge is -1. Its HOMO-LUMO gap is 7.1 eV.

***

Entry from the OMol25 dataset: an isolated ion of composition C4H9O2 and charge +1 at a distorted geometry (wB97M-V/def2-TZVPD).

Each line ends with the Mulliken charge.
CARTESIAN COORDINATES (ANGSTROEM)
H: -0.7062 2.1676 1.5204  0.337
C: 1.3093 0.1048 -0.2612  -1.279
H: -1.1543 1.8340 -1.1491  0.335
H: 0.7349 -2.1390 0.9325  0.406
C: 0.0652 -2.0151 0.0813  -1.138
H: 0.7245 -2.3579 -0.7565  0.359
H: 1.2826 0.6403 -1.0951  0.523
H: 2.0340 -0.5864 -0.5778  0.405
H: 1.6338 0.7580 0.5504  0.343
H: -2.2450 1.5860 0.2802  0.313
O: -0.4044 1.6206 0.8888  -0.489
O: -1.1362 -0.0274 -0.3457  -0.250
H: -0.9014 -2.4339 0.2656  0.340
C: 0.0224 -0.5272 -0.1543  1.021
C: -1.2592 1.3756 -0.1795  -0.227

The HOMO energy is -16.2 eV. The charge is +1. Its HOMO-LUMO gap is 11.1 eV.

***

Entry from the OMol25 dataset: a 2-piece molecular cluster, C4H9O2 overall at a distorted geometry (wB97M-V/def2-TZVPD).

Each line ends with the Mulliken charge.
CARTESIAN COORDINATES (ANGSTROEM)
H: -1.8360 1.4918 1.1886  0.265
O: 0.9248 -0.1964 -1.2991  -0.143
H: -0.7821 0.6279 2.4990  0.238
H: -0.1245 1.3092 0.7286  0.220
C: 2.0148 -2.1493 -0.0601  -0.790
C: -0.8985 0.7505 1.3017  -0.521
C: 1.4192 -1.1646 -0.6890  0.937
H: -2.1854 -0.7079 0.7098  0.313
H: 1.2634 1.0129 -2.7834  0.312
H: 1.5079 -3.0100 0.4611  0.295
H: 3.1237 -2.4102 -0.0524  0.296
H: -0.2934 0.2374 -2.7923  0.315
H: 1.1708 -0.5668 -3.4361  0.342
O: -1.2397 -0.4607 0.6838  -0.485
C: 0.7242 0.0677 -2.6321  -0.593

The HOMO energy is -13.8 eV. The charge is +1. Its HOMO-LUMO gap is 8.1 eV.

***

Entry from the OMol25 dataset: the molecule C4H9O2P at a distorted geometry (wB97M-V/def2-TZVPD).

Each line ends with the Mulliken charge.
CARTESIAN COORDINATES (ANGSTROEM)
H: -1.3751 1.5461 1.3924  0.302
H: 1.0638 -0.8865 -2.1778  0.292
H: 0.1757 -0.3274 2.1533  0.438
H: -0.5763 -1.3876 1.0406  0.392
P: 1.1955 0.2169 0.1317  0.860
O: 2.4193 0.9248 0.5118  -0.674
C: -0.1715 -0.4347 1.1959  -0.758
C: -1.2361 0.9041 -0.5565  -0.487
H: -2.0578 1.4670 -0.8930  0.441
O: 0.0345 1.4560 -0.7698  -0.525
H: 2.6953 -1.0671 -1.1747  0.343
H: -2.4304 0.0956 1.2927  0.318
H: 1.3206 -2.0213 -0.7295  0.320
C: 1.6460 -1.0689 -1.2181  -0.974
C: -1.4088 0.5645 0.9547  -0.543
H: -1.2948 0.0185 -1.1536  0.256

The HOMO energy is -10.2 eV. Its SMILES is C[P@]1(=O)CCCO1. The charge is 0. Its HOMO-LUMO gap is 10.9 eV.

***

Entry from the OMol25 dataset: a 2-piece molecular cluster, C4H9O2P overall at a distorted geometry (wB97M-V/def2-TZVPD).

Each line ends with the Mulliken charge.
CARTESIAN COORDINATES (ANGSTROEM)
H: 2.6637 -0.0044 0.7500  0.302
H: -0.0016 1.8081 -0.5487  0.268
O: 1.6654 -0.9119 -0.7697  -0.367
C: 1.7126 0.1013 0.2180  -0.368
H: -2.3509 -1.2195 -1.2175  -0.021
H: 0.6309 -0.7397 2.0137  0.318
P: -2.2498 -0.8474 0.1787  -0.116
H: -0.0296 0.8300 1.2728  0.368
H: 0.1090 -0.5589 -1.9791  0.395
H: 0.2301 -2.1647 -1.3266  0.282
H: 1.6673 1.1254 -0.2803  0.157
C: 0.3302 -1.0158 -1.0910  -0.526
O: -1.0391 1.6597 -0.4268  -0.577
H: -1.6153 2.4684 -0.6917  0.262
C: 0.3799 -0.1594 1.0229  -0.750
C: -0.5425 -0.7592 0.0054  0.372

The HOMO energy is -8.1 eV. Its SMILES is [H]/P=C1/CCOC1.O. The charge is 0. Its HOMO-LUMO gap is 8.4 eV.

***

Entry from the OMol25 dataset: a 2-piece molecular cluster, C4H9O2S overall at a distorted geometry (wB97M-V/def2-TZVPD).

Each line ends with the Mulliken charge.
CARTESIAN COORDINATES (ANGSTROEM)
H: 1.3975 -0.2574 2.7676  0.406
H: 0.4557 0.4978 1.5335  0.151
H: -0.4531 -1.7992 -0.7471  0.249
O: -1.0266 1.8806 -2.3826  -0.722
H: 1.1217 1.3666 -0.0150  0.214
C: -0.6340 1.7375 -1.2053  0.529
H: -1.5158 -1.5678 0.5444  0.270
H: 1.4553 1.2301 -1.8374  0.209
H: -0.2737 -0.6771 2.5917  0.259
H: 0.9487 2.8667 -0.9450  0.206
H: -0.9589 -3.1054 0.1174  0.458
C: 0.6851 -0.5136 2.0589  -0.777
C: -0.6598 -2.1655 0.2219  -0.907
S: 0.9429 -1.8265 1.0100  -0.137
C: 0.9074 1.6693 -1.0090  -0.696
O: -1.3553 1.4072 -0.1885  -0.712

The HOMO energy is -3.9 eV. The charge is -1. Its HOMO-LUMO gap is 7.1 eV.

***

Entry from the OMol25 dataset: a 2-piece molecular cluster, C4H9O3 overall at a distorted geometry (wB97M-V/def2-TZVPD).

Each line ends with the Mulliken charge.
CARTESIAN COORDINATES (ANGSTROEM)
H: -2.5398 -2.0473 -1.9586  0.343
H: 0.9879 0.3479 -0.4159  0.304
H: 1.8971 2.0746 1.0600  0.243
C: -2.0155 -1.2453 -2.2878  -1.021
C: -1.3230 -0.4689 -1.0275  0.710
O: -0.9421 0.6912 -1.2590  -0.741
O: -1.1591 -1.1939 -0.0577  -0.645
C: 0.7266 0.5386 2.1456  -1.024
C: 1.9840 0.9309 1.2063  -0.296
H: -1.2927 -1.5474 -3.0837  0.204
O: 2.0141 0.5260 -0.0915  -0.552
H: 2.8148 0.3682 1.6770  0.287
H: -2.6227 -0.5091 -2.9236  0.239
H: 0.5880 -0.5578 2.2157  0.285
H: -0.1509 1.0239 1.7235  0.307
H: 1.0331 1.0685 3.0772  0.357

The HOMO energy is -4.3 eV. The charge is -1. Its HOMO-LUMO gap is 8.5 eV.

***

Entry from the OMol25 dataset: a 2-piece molecular cluster, C4H9O3 overall at a distorted geometry (wB97M-V/def2-TZVPD).

Each line ends with the Mulliken charge.
CARTESIAN COORDINATES (ANGSTROEM)
H: 1.6880 0.7259 -0.4439  0.382
O: 0.3951 -0.3175 -3.0533  -0.684
C: 0.9895 -0.5254 -2.0252  0.626
H: 2.3983 1.2033 -2.2156  0.262
H: -1.2057 -0.1218 3.0270  0.295
C: -1.6445 0.1949 2.1058  -1.045
H: -0.9810 0.2897 0.0695  0.145
H: 0.8134 1.4623 -1.7985  0.253
H: -2.7503 -0.0857 2.2026  0.282
C: 1.5510 0.7362 -1.4638  -0.956
C: -0.9431 -0.4291 0.8800  -0.011
H: 1.0163 -0.9592 0.4293  0.328
O: 1.1669 -1.5764 -1.3003  -0.825
O: 0.5094 -0.4988 1.1804  -0.605
H: -1.6938 1.2828 2.0282  0.257
H: -1.3095 -1.3814 0.3776  0.296

The HOMO energy is -4.3 eV. The charge is -1. Its HOMO-LUMO gap is 8.1 eV.

***

Calculated total energy (eV), listed in the same order as above: -24357.0332 -16612.6537 -16614.6799 -16615.2942 -16618.0725 -16618.3190 -8387.9989 -8387.0784 -8389.8898 -8379.8174 -8377.1625 -17677.4519 -17674.2265 -19224.2151 -10436.7916 -10436.9296
Calculated ΔE to the lowest compared entry with this formula, charge and spin (kJ/mol), listed in the same order as above: 157.2 656.2 460.7 401.4 133.3 109.6 240.5 329.3 58.1 102.8 359.0 151.0 462.2 186.6 161.5 148.2